No. 1
DFT (ωB97M-V with the def2-TZVPD basis set) results for a gas-phase ion, C4H7NO3 (charge -2).

The structure (SMILES) is N[C@@H](CC[O-])C(=O)[O-].

The geometry in ORCA input format:
```
! RIJCOSX wB97M-V def2-TZVPD def2/J DEFGRID3
* xyz -2 1
N -1.6613 -0.0338 -0.1537
C -0.2340 -0.4079 -0.2800
C 0.6440 0.8296 -0.0538
C 0.1887 2.0703 -0.9162
O 1.1406 3.0339 -1.1099
C 0.0740 -1.5897 0.6708
O 0.3805 -1.3772 1.8649
O -0.0707 -2.7328 0.1347
H -1.7367 0.8039 0.4010
H -2.1550 -0.7435 0.3786
H -0.0433 -0.7305 -1.3005
H 1.7107 0.5934 -0.1681
H 0.5082 1.1603 0.9755
H -0.2444 1.7655 -1.8850
H -0.6585 2.4569 -0.2757
*
```

***

No. 2
DFT (ωB97M-V with the def2-TZVPD basis set) results for a molecular structure, C4H7NO3.

The geometry in ORCA input format:
```
! RIJCOSX wB97M-V def2-TZVPD def2/J DEFGRID3
* xyz 0 1
C 0.7652 -0.7293 0.6400
C 0.9425 0.7444 0.3338
C 0.8364 1.1511 -1.0811
C -1.6383 -0.3934 0.7460
H -0.8528 -1.2350 -1.8204
H 0.8329 -0.5958 1.6479
H 1.4118 -1.3960 -0.0156
H 0.1292 1.3500 0.8810
H 1.8281 1.3115 0.8423
H 0.5872 2.4853 -1.3825
H -2.6654 -0.7787 0.4841
N -0.6459 -0.9225 0.0320
O -0.8485 -1.8884 -0.9147
O 0.7502 0.3743 -2.0534
O -1.4326 0.5226 1.6604
*
```

***

No. 3
DFT (ωB97M-V with the def2-TZVPD basis set) results for 2 unconnected molecules or ions with the total composition C4H7NO3.

The structure (SMILES) is C=CC(=O)O.[H]/N=C/O.

The geometry in ORCA input format:
```
! RIJCOSX wB97M-V def2-TZVPD def2/J DEFGRID3
* xyz 0 1
C 2.0565 0.2722 0.2739
C 0.8830 0.1421 0.7611
C 0.0157 -1.0478 0.7312
O -0.8853 -1.2423 1.5300
O 0.3744 -2.0597 -0.0888
H 2.7849 1.1959 0.2986
H 2.4044 -0.6027 -0.1596
H 0.3155 0.9973 1.3489
H -0.2638 -2.6994 -0.0392
H -0.7021 -0.0998 -1.7970
N -1.0455 -0.0482 -0.8094
C -2.0293 0.6836 -0.5186
O -2.4812 0.8371 0.7174
H -2.7826 1.3819 -1.1908
H -1.9443 0.1528 1.2335
*
```

***

No. 4
DFT (ωB97M-V with the def2-TZVPD basis set) results for C4H7NO3 in the gas phase.

The structure (SMILES) is N/C(=C/O)C(=O)CO.

The geometry in ORCA input format:
```
! RIJCOSX wB97M-V def2-TZVPD def2/J DEFGRID3
* xyz 0 1
N 1.5968 -0.5994 -1.5670
C 0.5069 -0.1095 -0.8590
C -0.7556 -0.0355 -1.3749
O -1.7640 0.8056 -1.0220
C 0.6148 0.1640 0.5777
O 1.4603 0.8890 1.0887
C -0.5338 -0.5118 1.4710
O -0.8750 0.2927 2.5875
H 1.6547 -0.2452 -2.5186
H 2.4791 -0.4603 -1.0743
H -1.0157 -0.5128 -2.3154
H -1.4623 1.4377 -0.3456
H -0.0797 -1.4429 1.8235
H -1.4724 -0.7860 0.9875
H -0.3541 1.1143 2.5408
*
```

***

No. 5
DFT (ωB97M-V with the def2-TZVPD basis set) results for C4H7NO3 in the gas phase.

The structure (SMILES) is CC(=O)/N=C(/O)CO.

The geometry in ORCA input format:
```
! RIJCOSX wB97M-V def2-TZVPD def2/J DEFGRID3
* xyz 0 1
C 1.2228 -0.7488 -1.4619
C -0.1992 -0.8969 -1.0016
O -1.1605 -0.9450 -1.7430
N -0.2857 -1.3346 0.4087
C -0.6544 -0.3004 1.0430
O -0.7297 -0.2691 2.3820
C -0.8274 1.1951 0.4362
O 0.4452 1.7657 0.2004
H 1.5054 -1.6356 -2.0329
H 1.9104 -0.6510 -0.6198
H 1.2944 0.1336 -2.1029
H -0.6285 -1.1844 2.6969
H -1.3569 1.7693 1.2021
H -1.4391 1.2858 -0.4629
H 0.9033 1.8162 1.0558
*
```

***

No. 6
DFT (ωB97M-V with the def2-TZVPD basis set) results for a molecular structure, C4H7NO3.

The geometry in ORCA input format:
```
! RIJCOSX wB97M-V def2-TZVPD def2/J DEFGRID3
* xyz 0 1
C 0.6707 0.0165 -0.0885
C 0.9348 -0.0895 -1.5789
N -0.7372 0.2976 0.1569
C 0.8659 -1.3253 0.6380
C -1.3258 0.6418 1.1644
O 1.4984 1.0107 0.4369
O 0.8075 -2.4032 0.1292
O -1.7484 0.9661 2.1957
H 1.4733 1.0168 1.4021
H -2.9286 0.5928 -0.3290
H 1.1299 -1.1981 1.7108
H -3.6607 0.8168 -0.0452
H 0.3704 -0.9212 -1.9894
H 0.6553 0.8427 -2.0612
H 1.9946 -0.2645 -1.7418
*
```

***

What are the gap between HOMO and LUMO values for these records? In order: 6.18 10.53 10.73 8.33 10.38 10.69 eV.
What are the E_LUMO values for these records? In order: 7.019 0.711 0.713 0.079 0.539 0.540 eV.
What are the ΔE to the lowest compared entry with this formula, charge and spin values for these records? In order: 17.8 133.0 71.2 69.5 46.3 67.4 kcal per mole.